Record 1
Formula: C18H57N3O12
Source: the Open Molecules 2025 dataset
Level of theory: wB97M-V/def2-TZVPD

Geometry as XYZ:
```
90
Properties=species:S:1:pos:R:3:mulliken_charge:R:1
C 27.79 -18.99 23.90 -0.69
O 27.15 -20.13 23.21 -0.33
C 27.89 -20.63 22.18 -0.76
C 27.67 -19.91 20.78 0.57
C 26.13 -19.67 20.39 -1.36
N 28.33 -20.64 19.74 -0.79
H 26.95 -18.61 24.48 0.24
H 28.07 -18.28 23.13 0.30
H 28.71 -19.20 24.45 0.28
H 28.96 -20.66 22.39 0.32
H 27.50 -21.61 21.92 0.39
H 28.06 -18.90 20.88 0.23
H 25.80 -20.43 19.68 0.41
H 25.90 -18.81 19.76 0.34
H 25.51 -19.78 21.29 0.31
H 28.22 -20.11 18.88 0.27
H 29.32 -20.43 19.80 0.25
C 29.44 -7.90 24.60 -0.71
O 29.76 -8.52 25.81 -0.31
C 30.41 -9.86 25.59 -0.71
C 30.80 -10.73 26.92 0.25
C 31.97 -10.04 27.83 -1.38
N 31.13 -12.07 26.61 -0.70
H 28.97 -6.94 24.84 0.26
H 28.68 -8.51 24.12 0.30
H 30.22 -7.78 23.84 0.29
H 29.68 -10.47 25.05 0.35
H 31.27 -9.59 24.98 0.32
H 29.98 -10.64 27.62 0.30
H 32.07 -10.69 28.70 0.42
H 31.60 -9.13 28.29 0.34
H 32.97 -9.96 27.40 0.36
H 32.07 -12.00 26.24 0.30
H 31.29 -12.49 27.51 0.32
C 22.54 -8.33 25.66 -0.76
O 23.18 -9.51 26.16 -0.28
C 22.60 -10.78 25.87 -0.62
C 23.51 -11.89 26.36 0.29
C 22.81 -13.29 26.59 -1.33
N 24.01 -11.64 27.69 -0.74
H 23.09 -7.50 26.11 0.24
H 21.49 -8.17 25.92 0.30
H 22.61 -8.33 24.58 0.30
H 21.68 -10.87 26.45 0.32
H 22.50 -10.93 24.80 0.32
H 24.35 -12.09 25.70 0.38
H 23.19 -13.94 27.38 0.36
H 22.84 -13.77 25.61 0.35
H 21.75 -13.07 26.73 0.32
H 23.24 -11.38 28.29 0.26
H 24.41 -10.72 27.60 0.30
O 28.18 -9.02 36.25 -0.53
C 28.80 -8.77 35.04 -0.52
C 28.33 -9.71 33.99 -0.23
O 28.87 -11.04 34.40 -0.52
H 28.55 -9.81 36.67 0.31
H 28.78 -7.69 34.92 0.37
H 29.88 -8.81 35.20 0.28
H 28.73 -9.46 33.01 0.27
H 27.26 -9.69 33.77 0.29
H 28.48 -11.79 33.96 0.27
O 27.45 -17.95 37.16 -0.53
C 28.48 -16.93 37.06 -0.49
C 28.46 -15.79 38.13 -0.20
O 27.20 -15.23 38.17 -0.53
H 26.58 -17.56 37.02 0.30
H 29.40 -17.52 37.11 0.32
H 28.54 -16.58 36.03 0.28
H 29.10 -15.05 37.66 0.21
H 28.72 -15.99 39.17 0.34
H 27.14 -14.64 38.93 0.31
O 29.49 -21.72 32.35 -0.53
C 29.17 -21.65 30.98 -0.34
C 28.28 -22.79 30.41 -0.28
O 27.92 -23.66 31.35 -0.50
H 30.19 -22.32 32.62 0.30
H 28.74 -20.72 30.63 0.30
H 30.12 -21.76 30.45 0.23
H 28.90 -23.31 29.68 0.30
H 27.43 -22.24 30.00 0.22
H 27.59 -23.12 32.07 0.30
O 25.00 -19.10 32.47 -0.63
H 24.29 -19.50 32.96 0.31
H 25.79 -19.51 32.82 0.32
O 31.76 -15.08 31.61 -0.64
H 31.42 -14.31 32.06 0.31
H 30.98 -15.59 31.38 0.32
O 27.29 -15.06 30.85 -0.65
H 26.94 -14.62 30.07 0.32
H 26.60 -15.67 31.11 0.32
```

Calculated values
**Energy relative to the best compared isomer or geometry (same formula, charge and spin)**: 104.49 kcal per mole
**Kohn-Sham gap**: 9.4 eV
**HOMO energy**: -9.24 eV
**SMILES**: COC[C@H](C)N.COC[C@H](C)N.COC[C@H](C)N.OCCO.OCCO.OCCO.O.O.O

Record 2
Formula: C18H57N3O9
Source: the Open Molecules 2025 dataset
Level of theory: wB97M-V/def2-TZVPD

Geometry as XYZ:
```
87
Properties=species:S:1:pos:R:3:mulliken_charge:R:1
C 0.99 -3.54 2.46 -0.67
O -0.04 -4.44 2.96 -0.36
C -0.76 -4.04 4.13 -0.58
C -1.62 -5.15 4.74 0.43
C -2.60 -4.56 5.86 -1.36
N -0.79 -6.11 5.43 -0.70
H 0.53 -2.56 2.33 0.21
H 1.45 -3.85 1.52 0.27
H 1.80 -3.40 3.17 0.37
H -0.11 -3.62 4.89 0.38
H -1.42 -3.25 3.75 0.22
H -2.26 -5.60 3.98 0.22
H -3.43 -4.00 5.44 0.34
H -2.03 -4.06 6.64 0.37
H -3.15 -5.42 6.25 0.40
H -0.30 -6.75 4.81 0.22
H -1.27 -6.76 6.04 0.23
C -2.70 -2.15 1.10 -0.56
O -4.06 -1.87 1.00 -0.45
C -4.78 -2.97 0.41 -0.68
C -6.29 -2.70 0.40 0.28
C -6.63 -1.56 -0.61 -1.48
N -6.74 -2.26 1.71 -0.81
H -2.10 -1.37 1.57 0.24
H -2.28 -2.29 0.11 0.27
H -2.71 -3.11 1.63 0.25
H -4.40 -3.35 -0.54 0.39
H -4.72 -3.82 1.09 0.45
H -6.95 -3.53 0.17 0.47
H -6.43 -1.89 -1.63 0.35
H -6.08 -0.64 -0.44 0.23
H -7.65 -1.19 -0.58 0.44
H -5.98 -1.70 2.08 0.33
H -6.71 -3.10 2.27 0.27
C 5.74 7.44 1.35 -0.80
O 5.01 6.48 0.66 -0.26
C 5.74 5.39 0.14 -0.85
C 4.73 4.70 -0.83 0.45
C 3.33 4.52 -0.18 -1.08
N 5.09 3.33 -1.01 -0.64
H 5.15 8.28 1.73 0.25
H 6.43 7.94 0.67 0.31
H 6.26 7.01 2.21 0.30
H 6.66 5.65 -0.37 0.46
H 6.10 4.75 0.94 0.34
H 4.72 5.18 -1.81 0.30
H 3.39 4.38 0.90 0.38
H 2.66 3.76 -0.57 0.02
H 2.76 5.44 -0.33 0.38
H 6.08 3.32 -1.22 0.22
H 5.08 2.80 -0.15 0.25
C -0.36 1.14 -0.41 -0.86
C 1.05 0.79 0.08 -0.29
O 1.24 -0.59 0.22 -0.28
H -0.64 2.19 -0.42 0.43
H -1.17 0.60 0.08 0.11
H -0.40 0.82 -1.45 0.08
H 1.33 1.22 1.04 0.35
H 1.78 1.06 -0.68 0.33
H 1.36 -0.88 -0.69 0.30
C 1.62 3.37 -3.43 -0.68
C 1.86 2.95 -4.92 -0.39
O 0.64 2.40 -5.25 -0.51
H 2.54 3.57 -2.89 0.13
H 1.22 2.50 -2.90 0.14
H 0.98 4.23 -3.24 0.40
H 2.65 2.21 -5.03 0.28
H 2.07 3.84 -5.52 0.29
H 0.00 3.09 -5.06 0.30
C -3.74 0.25 -2.90 -0.81
C -2.64 -0.09 -3.89 -0.26
O -1.60 -0.75 -3.33 -0.47
H -4.03 -0.50 -2.16 0.08
H -4.53 0.70 -3.50 0.38
H -3.30 1.00 -2.23 0.26
H -2.18 0.74 -4.42 0.29
H -3.03 -0.82 -4.60 0.30
H -0.80 -0.51 -3.80 0.22
O 3.76 -0.47 1.12 -0.71
H 2.83 -0.39 0.93 0.35
H 4.17 -0.58 0.26 0.29
O 1.49 -1.46 -2.30 -0.73
H 0.82 -2.14 -2.21 0.30
H 1.15 -0.86 -2.96 0.31
O 4.01 -0.67 -3.07 -0.63
H 3.91 -0.68 -4.02 0.26
H 3.19 -1.04 -2.73 0.40
```

Calculated values
**Energy relative to the best compared isomer or geometry (same formula, charge and spin)**: 44.87 kcal per mole
**Kohn-Sham gap**: 9.1 eV
**HOMO energy**: -9.14 eV
**SMILES**: COC[C@H](C)N.COC[C@H](C)N.COC[C@H](C)N.CCO.CCO.CCO.O.O.O

Record 3
Formula: C18H58AsB4F6N2Na2O2Sn
Source: the Open Molecules 2025 dataset
Level of theory: wB97M-V/def2-TZVPD

Geometry as XYZ:
```
94
Properties=species:S:1:pos:R:3:mulliken_charge:R:1
Na -3.19 3.95 -2.73 0.67
Na 3.05 1.13 -0.35 0.54
Sn -1.33 0.92 0.07 0.14
B -3.83 1.56 -1.71 1.38
H -3.62 2.16 -0.84 -0.23
H -2.96 1.60 -2.35 -0.59
H -3.90 0.53 -1.40 -0.77
H -4.70 1.94 -2.23 -0.18
B 1.26 2.52 1.11 1.14
H 1.17 1.55 1.58 -0.54
H 1.13 2.33 0.05 -0.31
H 0.46 3.13 1.50 -0.43
H 2.21 2.99 1.26 -0.30
B 1.22 -0.16 -1.33 2.91
H 1.30 0.88 -1.59 -0.22
H 1.27 -0.19 -0.26 -1.24
H 0.27 -0.57 -1.64 -1.16
H 1.99 -0.75 -1.81 -0.27
B -0.88 3.92 -1.30 1.97
H 0.17 4.19 -1.31 -0.38
H -1.54 4.77 -1.39 -0.39
H -1.09 3.09 -1.95 -0.60
H -1.18 3.56 -0.33 -0.78
As -2.71 4.28 2.85 1.92
F -4.07 5.06 2.03 -0.51
F -2.72 2.87 1.77 -0.49
F -1.32 3.53 3.73 -0.51
F -2.57 5.59 4.14 -0.54
F -3.98 3.58 3.96 -0.51
F -1.58 5.15 1.88 -0.42
C 5.52 -2.68 0.50 -1.35
C 4.72 -1.43 -0.09 -0.30
N 4.62 -0.32 0.92 0.38
C 5.88 0.37 1.17 -0.56
C 6.64 0.83 -0.15 -1.31
C 4.10 -0.73 2.30 -1.29
C 2.63 -1.22 2.33 -0.26
H 6.60 -2.57 0.55 0.27
H 5.36 -3.55 -0.14 0.48
H 5.10 -3.06 1.43 0.31
H 5.18 -1.21 -1.05 0.57
H 3.73 -1.82 -0.34 -0.02
H 5.61 1.33 1.60 0.39
H 6.59 -0.10 1.85 0.38
H 7.20 0.06 -0.70 0.32
H 6.07 1.42 -0.86 0.28
H 7.36 1.60 0.13 0.42
H 4.01 0.20 2.87 0.58
H 4.76 -1.42 2.83 0.37
H 2.06 -0.64 1.60 -0.39
H 2.23 -1.09 3.33 0.29
H 2.60 -2.21 1.87 0.31
C -4.35 -2.24 0.86 -1.35
C -3.09 -2.99 0.44 -0.16
N -2.34 -2.16 -0.49 1.42
C -3.09 -2.03 -1.72 0.12
C -3.31 -3.38 -2.48 -1.50
C -1.00 -2.76 -0.70 -1.24
C -0.07 -2.88 0.52 -0.72
H -4.04 -1.34 1.39 0.21
H -4.95 -2.89 1.50 0.44
H -5.03 -1.91 0.07 0.37
H -2.48 -3.05 1.34 -0.10
H -3.38 -3.97 0.05 0.34
H -4.06 -1.54 -1.61 0.27
H -2.70 -1.35 -2.47 -0.47
H -4.12 -3.39 -3.21 0.45
H -2.36 -3.72 -2.89 0.30
H -3.65 -4.20 -1.85 0.33
H -0.50 -2.23 -1.51 0.65
H -1.06 -3.82 -0.96 0.31
H 0.24 -1.89 0.85 -0.45
H 0.78 -3.32 -0.01 0.42
H -0.40 -3.59 1.28 0.68
C -1.43 0.40 -4.67 -0.20
C -1.51 1.70 -5.26 0.57
O -2.19 2.60 -4.78 -0.46
C -0.67 1.93 -6.48 -1.34
H -0.59 0.48 -3.98 -0.02
H -1.19 -0.48 -5.27 0.41
H -2.34 0.27 -4.08 -0.06
H -1.04 2.88 -6.87 0.35
H -0.79 1.07 -7.14 0.35
H 0.40 2.03 -6.33 0.28
C -1.40 -2.22 4.28 -1.11
C -1.12 -0.80 3.72 0.56
O -1.54 -0.44 2.61 -0.57
C -0.61 0.29 4.69 -0.80
H -0.98 -2.46 5.26 0.39
H -1.02 -2.92 3.54 0.14
H -2.47 -2.17 4.46 0.38
H -0.90 1.27 4.31 0.05
H 0.47 0.27 4.54 0.22
H -0.99 0.12 5.70 0.39
```

Calculated values
**Net charge**: -1
**Energy relative to the best compared isomer or geometry (same formula, charge and spin)**: 0.00 kcal per mole
**Kohn-Sham gap**: 7.2 eV
**HOMO energy**: -5.78 eV

Record 4
Formula: C18H58O11
Source: the Open Molecules 2025 dataset
Level of theory: wB97M-V/def2-TZVPD

Geometry as XYZ:
```
87
Properties=species:S:1:pos:R:3:mulliken_charge:R:1
C -17.25 -9.14 23.11 -1.37
C -17.19 -9.25 21.60 0.40
C -15.98 -10.09 21.12 -0.83
O -18.37 -9.89 21.10 -0.55
H -18.07 -8.53 23.48 0.40
H -16.33 -8.72 23.55 0.32
H -17.26 -10.14 23.54 0.37
H -17.08 -8.25 21.14 0.21
H -16.14 -10.52 20.14 0.31
H -15.80 -10.88 21.85 0.31
H -15.16 -9.38 21.06 0.12
H -19.12 -9.43 21.49 0.32
C -16.96 -16.01 17.08 -1.26
C -16.12 -17.09 17.75 0.49
C -14.82 -17.36 17.02 -0.97
O -15.86 -16.78 19.12 -0.55
H -17.30 -16.38 16.10 0.35
H -16.43 -15.09 16.83 0.25
H -17.85 -15.82 17.67 0.40
H -16.69 -18.03 17.78 0.31
H -14.23 -16.48 16.79 0.03
H -15.07 -17.86 16.07 0.45
H -14.23 -18.08 17.58 0.22
H -16.66 -16.45 19.55 0.31
C -13.38 -11.80 19.05 -0.73
C -12.77 -13.19 19.15 0.41
C -13.26 -14.09 18.04 -0.44
O -11.35 -13.05 19.11 -0.08
H -14.39 -11.80 19.46 0.26
H -13.39 -11.41 18.03 0.34
H -12.84 -11.09 19.69 -0.18
H -13.08 -13.59 20.12 0.15
H -12.86 -15.10 18.17 0.12
H -13.02 -13.75 17.03 -0.29
H -14.34 -14.22 18.12 0.42
H -10.93 -13.89 19.39 0.18
C -11.95 -12.50 23.31 -1.74
C -11.23 -11.48 22.47 2.08
C -11.65 -10.05 22.82 -1.19
O -9.82 -11.57 22.66 -0.64
H -11.77 -12.37 24.38 0.37
H -11.78 -13.55 23.03 0.36
H -13.04 -12.49 23.18 0.34
H -11.45 -11.64 21.41 -0.56
H -11.08 -9.58 23.63 0.44
H -12.65 -10.04 23.27 0.33
H -11.61 -9.39 21.96 -0.11
H -9.56 -12.44 22.33 0.30
C -12.30 -8.09 19.38 -0.70
C -11.58 -6.80 19.69 0.34
C -10.55 -6.98 20.82 -1.11
O -10.93 -6.31 18.51 -0.55
H -11.61 -8.87 19.07 0.26
H -13.15 -7.97 18.71 0.40
H -12.74 -8.49 20.31 -0.10
H -12.28 -6.04 20.06 0.26
H -9.93 -6.08 20.78 0.39
H -9.90 -7.82 20.57 0.18
H -10.98 -7.02 21.82 0.31
H -10.93 -5.35 18.59 0.35
C -12.40 -12.15 12.65 -1.29
C -12.85 -12.16 14.12 0.54
C -14.13 -11.33 14.31 -1.39
O -13.17 -13.56 14.47 -0.58
H -12.21 -11.10 12.40 0.37
H -13.20 -12.62 12.08 0.33
H -11.46 -12.67 12.49 0.34
H -12.12 -11.96 14.91 0.38
H -13.85 -10.29 14.48 0.36
H -14.69 -11.74 15.15 0.34
H -14.77 -11.35 13.43 0.39
H -13.83 -13.89 13.85 0.28
O -11.65 -17.82 18.17 -0.62
H -11.87 -18.72 18.44 0.27
H -11.51 -17.86 17.22 0.29
O -10.54 -14.20 15.94 -0.75
H -10.62 -14.02 16.89 0.39
H -11.37 -13.87 15.57 0.25
O -9.38 -10.92 19.17 -0.63
H -9.88 -11.75 19.16 0.28
H -8.86 -10.97 19.98 0.31
O -8.60 -13.80 21.13 -0.57
H -8.09 -14.36 21.72 0.24
H -8.31 -14.05 20.24 0.27
O -10.46 -15.65 19.66 -0.54
H -10.71 -15.91 20.55 0.31
H -10.76 -16.37 19.08 0.22
```

Calculated values
**Energy relative to the best compared isomer or geometry (same formula, charge and spin)**: 11.81 kcal per mole
**Kohn-Sham gap**: 9.8 eV
**HOMO energy**: -9.62 eV
**SMILES**: CC(C)O.CC(C)O.CC(C)O.CC(C)O.CC(C)O.CC(C)O.O.O.O.O.O

Record 5
Formula: C18H60N8O19
Source: the Open Molecules 2025 dataset
Level of theory: wB97M-V/def2-TZVPD

Geometry as XYZ:
```
105
Properties=species:S:1:pos:R:3:mulliken_charge:R:1
N -1.70 4.90 6.73 -0.39
C -2.31 5.10 5.62 0.67
N -3.52 5.51 5.84 -0.41
O -1.93 5.03 4.51 -0.64
H -0.76 4.55 6.57 0.23
H -2.11 5.22 7.59 0.18
H -3.77 5.73 6.79 0.14
H -4.09 5.72 5.03 0.21
N 8.41 1.18 0.07 -0.40
C 8.91 0.10 -0.46 0.61
N 8.10 -0.88 -0.73 -0.39
O 9.97 0.08 -0.99 -0.64
H 9.01 1.94 0.39 0.24
H 7.57 1.06 0.62 0.19
H 7.12 -0.84 -0.49 0.17
H 8.44 -1.48 -1.47 0.23
N 3.89 6.05 4.62 -0.42
C 4.34 4.96 5.14 0.67
N 3.73 3.96 4.64 -0.40
O 4.97 4.97 6.16 -0.64
H 3.94 6.96 5.06 0.19
H 3.59 6.11 3.65 0.18
H 3.73 3.13 5.22 0.23
H 3.06 4.27 3.95 0.19
N -7.33 -2.85 4.22 -0.36
C -7.33 -1.64 3.74 0.63
N -6.11 -1.14 3.96 -0.36
O -8.12 -0.98 3.16 -0.60
H -6.50 -3.09 4.74 0.17
H -8.16 -3.36 3.96 0.23
H -5.59 -1.77 4.54 0.09
H -5.85 -0.18 3.81 0.20
O 1.11 -0.73 -0.39 -0.52
C 0.00 0.06 0.03 -0.46
C -0.11 1.23 -1.00 -0.24
O -0.80 0.62 -2.16 -0.53
H 0.72 -1.33 -1.04 0.31
H -0.93 -0.49 0.18 0.29
H 0.31 0.47 0.99 0.30
H 0.80 1.55 -1.50 0.25
H -0.60 2.07 -0.51 0.32
H -1.19 1.30 -2.71 0.27
O 6.02 -7.75 1.28 -0.54
C 4.71 -8.12 1.69 -0.30
C 4.27 -9.33 0.77 -0.38
O 4.76 -10.50 1.33 -0.53
H 6.60 -7.38 1.95 0.29
H 4.91 -8.54 2.68 0.30
H 4.08 -7.23 1.62 0.28
H 4.50 -9.28 -0.29 0.28
H 3.19 -9.49 0.76 0.27
H 5.71 -10.47 1.21 0.32
O 3.05 -5.24 -5.36 -0.51
C 1.89 -5.76 -5.88 -0.57
C 0.74 -4.65 -6.08 -0.25
O 0.58 -4.10 -4.71 -0.50
H 2.86 -5.02 -4.45 0.32
H 2.24 -6.27 -6.78 0.36
H 1.50 -6.57 -5.28 0.30
H -0.09 -5.21 -6.50 0.29
H 1.06 -3.91 -6.81 0.28
H 0.01 -3.34 -4.86 0.28
O -4.18 9.92 0.24 -0.53
C -3.61 9.38 -0.89 -0.26
C -2.26 10.07 -1.13 -0.45
O -1.22 9.74 -0.17 -0.52
H -3.58 9.81 0.98 0.31
H -3.46 8.32 -0.69 0.24
H -4.24 9.57 -1.76 0.30
H -2.48 11.13 -1.00 0.24
H -1.87 9.96 -2.14 0.38
H -0.59 9.16 -0.60 0.30
O -3.49 -7.20 0.61 -0.49
C -3.09 -7.38 -0.79 -0.35
C -4.27 -7.04 -1.72 -0.35
O -5.22 -8.02 -1.59 -0.53
H -4.16 -7.90 0.63 0.30
H -2.40 -6.56 -0.95 0.27
H -2.67 -8.37 -0.99 0.28
H -3.83 -7.04 -2.71 0.30
H -4.80 -6.11 -1.49 0.24
H -5.04 -8.71 -2.24 0.32
O 0.78 -2.11 6.59 -0.52
C 0.56 -3.55 6.65 -0.31
C -0.60 -4.15 5.99 -0.43
O -1.78 -4.00 6.63 -0.53
H -0.07 -1.71 6.79 0.28
H 1.48 -4.07 6.39 0.34
H 0.57 -3.70 7.73 0.27
H -0.46 -5.22 5.89 0.35
H -0.81 -3.64 5.04 0.23
H -1.93 -4.75 7.20 0.32
O -0.11 5.35 -8.30 -0.52
C -0.64 6.40 -9.12 -0.37
C 0.27 7.12 -10.14 -0.35
O 0.37 6.58 -11.43 -0.53
H -0.79 5.39 -7.63 0.32
H -1.63 6.13 -9.50 0.31
H -0.88 7.06 -8.29 0.29
H 1.25 7.27 -9.67 0.31
H -0.28 8.04 -10.35 0.24
H 1.06 5.94 -11.58 0.30
O -4.76 4.73 -4.92 -0.64
H -5.48 5.29 -4.63 0.32
H -5.19 3.97 -5.31 0.32
```

Calculated values
**Kohn-Sham gap**: 9.6 eV
**HOMO energy**: -9.53 eV
**SMILES**: NC(N)=O.NC(N)=O.NC(N)=O.NC(N)=O.OCCO.OCCO.OCCO.OCCO.OCCO.OCCO.OCCO.O